No. 1
The following is a DFT calculation (ωB97M-V with the def2-TZVPD basis set) of a molecular structure, C39H40BIrN13O.

The calculation puts the maximum force at 0.0160 hartree/bohr. As for the multiplicity: 2. The calculation puts the orbital gap (alpha / beta) at 7.35 / 5.72 eV. The total energy is -66017.6765 eV. The expectation value of S² is 0.756. The LUMO energy (alpha / beta) is -6.07 / -7.66 eV. As for the charge: +2. The calculation puts the HOMO energy (alpha / beta) at -13.42 / -13.37 eV.

Structure (XYZ):
```
95
C39H40BIrN13O, DFT ωB97M-V with the def2-TZVPD basis set
Ir -0.27458 0.03085 0.06322
C -1.97649 4.05739 1.07178
C -1.00102 4.82279 1.70972
C 0.17080 4.20515 2.05208
C 0.36909 2.84370 1.76747
N -0.55264 2.11189 1.12108
C -1.71048 2.74355 0.79413
N 1.56189 2.34263 2.21596
C 1.83952 1.09641 2.26655
N 1.15757 -0.01934 1.79705
C 1.89753 -1.14171 2.18080
N 1.64395 -2.38773 2.08977
C 0.42608 -2.89291 1.70712
C 0.26589 -4.26785 1.94087
C -0.92425 -4.88228 1.65681
C -1.95141 -4.10033 1.13154
C -1.71990 -2.76850 0.90369
N -0.54890 -2.14346 1.17621
C 3.15004 -0.70319 2.82271
C 4.20847 -1.42775 3.33869
C 5.23295 -0.70009 3.93241
C 5.17962 0.69362 4.01931
C 4.10197 1.40813 3.50804
C 3.09996 0.67042 2.90066
H -2.92768 4.47674 0.77836
H -1.16323 5.86969 1.92750
H 0.97086 4.71805 2.56469
H -2.45347 2.17135 0.26983
H 1.10688 -4.79526 2.36593
H -1.06072 -5.94027 1.83443
H -2.91713 -4.51872 0.88911
H -2.50255 -2.17889 0.46318
H 4.23126 -2.50684 3.28287
H 6.08689 -1.22099 4.34372
H 5.98988 1.22310 4.50189
H 4.03949 2.48476 3.58325
C 1.13195 3.02777 -1.47118
C -0.20403 2.48493 -1.84873
C -1.09177 3.06639 -2.74554
C -2.19546 2.23088 -2.81974
C -3.43272 2.36879 -3.63686
N -1.97548 1.19598 -1.99515
N -0.75294 1.33709 -1.41071
B -2.82128 -0.06226 -1.69903
N -3.18526 -0.04306 -0.19795
N -2.17919 -0.00402 0.71972
C -2.71690 0.00628 1.94656
C -1.93701 0.04265 3.21141
C -4.10412 -0.02721 1.80479
C -4.36713 -0.05808 0.44660
C -5.67310 -0.10087 -0.26866
N -1.91548 -1.28299 -1.95899
N -0.70040 -1.37184 -1.34699
C -0.09582 -2.49498 -1.76783
C 1.24672 -2.98111 -1.34100
C -0.93790 -3.11871 -2.68241
C -2.07244 -2.33215 -2.78307
C -3.28717 -2.52828 -3.62190
H 1.11100 4.11033 -1.57879
H 1.90617 2.64831 -2.14111
H 1.42476 2.78643 -0.45266
H -0.94238 3.98829 -3.28028
H -3.40176 3.30669 -4.18570
H -4.32376 2.36472 -3.00987
H -3.52444 1.55470 -4.35553
H -3.79431 -0.09463 -2.37634
H -0.86673 0.04735 3.03239
H -2.18607 -0.82657 3.82118
H -2.20458 0.93168 3.78389
H -4.82966 -0.02978 2.59986
H -6.48400 -0.10649 0.45511
H -5.75729 -0.99501 -0.88570
H -5.79769 0.76606 -0.91699
H 1.65931 -2.42747 -0.50341
H 1.94563 -2.90922 -2.17637
H 1.17939 -4.03178 -1.06111
H -0.74198 -4.03916 -3.20470
H -3.20145 -3.46292 -4.17034
H -3.40579 -1.71834 -4.34135
H -4.18822 -2.56874 -3.01066
N 5.64222 0.45676 0.47703
C 5.47147 0.12320 -0.81955
O 6.37930 -0.17723 -1.56066
C 4.05765 0.11363 -1.36634
C 3.92244 0.03474 -2.74406
C 2.64772 -0.02483 -3.27630
C 1.56256 -0.01378 -2.42719
N 1.67192 0.05209 -1.08576
C 2.91599 0.11628 -0.58333
H 6.58848 0.47916 0.82180
H 4.91505 0.81651 1.07007
H 4.81323 0.00948 -3.35777
H 2.48362 -0.08453 -4.34279
H 0.56833 -0.06452 -2.83803
H 3.00465 0.13926 0.48556
```

***

No. 2
The following is a DFT calculation (ωB97M-V with the def2-TZVPD basis set) of a molecular structure, C39H40BaN3O2Se2 in a non-equilibrium geometry.

The calculation puts the maximum force at 0.0320 hartree/bohr. As for the multiplicity: 1. The calculation puts the orbital gap at 5.60 eV. The total energy is -181047.9069 eV. The LUMO energy is 1.78 eV. As for the charge: -1. The calculation puts the HOMO energy at -3.82 eV.

Structure (XYZ):
```
87
C39H40BaN3O2Se2, DFT ωB97M-V with the def2-TZVPD basis set
Ba -0.03262 1.00254 -0.00588
C 3.67604 -0.34787 -2.79896
C 2.32283 -0.53827 -3.43525
C 1.65445 0.53905 -4.00831
C 0.40102 0.38814 -4.59788
C -0.31043 1.56736 -5.20713
C -0.17545 -0.88030 -4.60071
C 0.45379 -1.97228 -4.01061
C -0.21789 -3.31999 -3.95484
C 1.70781 -1.78702 -3.43955
H 3.59385 0.17670 -1.84387
H 4.33160 0.24517 -3.43820
H 4.16026 -1.30516 -2.60361
H 2.11514 1.52238 -4.00031
H 0.37694 2.18121 -5.79135
H -0.73055 2.21845 -4.43471
H -1.11895 1.23882 -5.86314
H -1.14063 -1.01884 -5.08288
H -0.78217 -3.43704 -3.02518
H 0.51382 -4.12842 -3.99007
H -0.91566 -3.45250 -4.78378
H 2.21770 -2.63448 -2.99329
O -2.45664 3.42687 1.09455
C -2.07857 4.78287 1.28111
C -0.84878 5.24766 0.49536
C -0.82098 6.76485 0.75056
O 0.26242 7.45103 0.12086
C -1.04954 5.05769 -1.03581
Se -0.41931 3.43157 -1.98414
C 0.48856 4.66366 1.03166
Se 0.50268 3.08227 2.26389
H -1.74663 2.93192 1.54482
H -1.90695 4.97184 2.34695
H -2.93678 5.38223 0.96351
H -0.79176 6.94148 1.83295
H -1.72958 7.22642 0.35717
H 1.05462 6.92329 0.27080
H -0.55836 5.88593 -1.53974
H -2.11902 5.14397 -1.23939
H 1.01907 5.42708 1.60631
H 1.10731 4.39889 0.17659
C -2.84811 -0.43161 4.06504
C -2.04930 0.12698 3.05184
N -2.20332 -0.16349 1.77857
C -3.17185 -1.03094 1.42355
C -4.02342 -1.62604 2.35351
C -3.83491 -1.30680 3.70795
C -5.06059 -2.52535 1.90320
C -5.22342 -2.78907 0.59848
C -4.35824 -2.19014 -0.39246
C -4.50472 -2.43578 -1.76643
C -3.65573 -1.83518 -2.65331
C -2.64625 -0.99839 -2.14793
N -2.47572 -0.76304 -0.86689
C -3.33132 -1.33369 0.00864
H -2.67647 -0.15813 5.09687
H -1.27271 0.84850 3.29327
H -4.48033 -1.75687 4.45433
H -5.70923 -2.97716 2.64464
H -6.00750 -3.45747 0.26256
H -5.29535 -3.09464 -2.10855
H -3.74208 -1.99236 -3.72012
H -1.95222 -0.51471 -2.82757
N 1.40686 -0.64810 0.96018
C 2.19767 -1.38260 1.60323
C 2.47789 -2.81478 1.17126
C 2.60679 -3.09350 -0.18520
C 2.78247 -4.39306 -0.63732
C 2.81909 -5.44779 0.27012
C 2.68540 -5.18353 1.62674
C 2.52865 -3.87490 2.07194
C 2.91271 -0.90601 2.85669
C 4.16642 -1.37897 3.23868
C 4.81858 -0.85258 4.34870
C 4.21577 0.14784 5.10062
C 2.96197 0.62321 4.73012
C 2.32361 0.09844 3.61719
H 2.53678 -2.26356 -0.87698
H 2.88829 -4.58959 -1.69886
H 2.95024 -6.46512 -0.07832
H 2.70412 -5.99871 2.34083
H 2.43701 -3.67212 3.13350
H 4.64325 -2.15883 2.65551
H 5.80145 -1.21915 4.62158
H 4.72348 0.56341 5.96303
H 2.49045 1.42186 5.29003
H 1.37119 0.49432 3.28908
```